Record 1
# C4H6O2

A 2-piece molecular cluster, C4H6O2 overall (ωB97M-V with the def2-TZVPD basis set, the Open Molecules 2025 dataset).

XYZ file:
```
12
Properties=species:S:1:pos:R:3
O 2.29 -0.66 0.93
C 1.87 0.13 0.14
O 0.62 0.09 -0.42
C -0.22 -0.92 0.02
C -1.29 -1.21 -0.70
C -0.53 1.75 0.84
H 2.42 0.98 -0.28
H 0.06 -1.36 0.97
H -1.48 -0.71 -1.65
H -2.00 -1.95 -0.35
H -0.21 2.45 0.04
H -1.52 1.41 0.47
```

## Properties
**Energy relative to the best compared isomer or geometry (same formula, charge and spin)**: 132.4 kcal per mole
**Frontier orbital gap**: 8.977 eV
**Total energy**: -8334.7194 eV
**Largest force on an atom**: 0.012 Eh/bohr
**LUMO**: -0.017 hartree
**HOMO**: -9.45 eV

=====

Record 2
# C4H6O2

One molecule with the formula C4H6O2 at a distorted geometry (ωB97M-V with the def2-TZVPD basis set, the Open Molecules 2025 dataset).

XYZ file:
```
12
Properties=species:S:1:pos:R:3
C 1.25 0.04 0.64
C -0.86 0.96 0.24
C -1.37 0.00 -0.61
C -0.21 -0.97 -0.82
H 2.00 0.80 0.56
H 1.47 -0.74 1.48
H -0.80 1.99 -0.13
H -1.84 0.44 -1.47
H -2.19 -0.67 -0.26
H -0.31 -1.92 -0.31
O 0.03 0.50 1.15
O 1.07 -0.50 -0.71
```

## Properties
**Energy relative to the best compared isomer or geometry (same formula, charge and spin)**: 138.3 kcal per mole
**Frontier orbital gap**: 6.538 eV
**Total energy**: -8334.4644 eV
**Largest force on an atom**: 0.071 Eh/bohr
**LUMO**: -0.021 hartree
**HOMO**: -7.12 eV

=====

Record 3
# C4H6O2

One molecule with the formula C4H6O2 (ωB97M-V with the def2-TZVPD basis set, the Open Molecules 2025 dataset).

XYZ file:
```
12
Properties=species:S:1:pos:R:3
C -0.82 -1.18 -0.04
C 0.03 0.06 0.13
C 1.49 -0.11 0.51
O 2.22 0.81 0.76
C -0.25 1.33 -0.55
O -0.59 1.16 0.80
H -0.20 -2.08 -0.10
H -1.49 -1.29 0.82
H -1.44 -1.13 -0.94
H 1.87 -1.16 0.51
H 0.57 2.03 -0.72
H -1.08 1.37 -1.26
```

## Properties
**Energy relative to the best compared isomer or geometry (same formula, charge and spin)**: 45.2 kcal per mole
**Frontier orbital gap**: 10.719 eV
**Total energy**: -8338.4991 eV
**Structure (SMILES)**: C[C@@]1(C=O)CO1
**Largest force on an atom**: 0.010 Eh/bohr
**LUMO**: 0.026 hartree
**HOMO**: -10.00 eV

=====

Record 4
# C4H6O2

One molecule with the formula C4H6O2 (ωB97M-V with the def2-TZVPD basis set, the Open Molecules 2025 dataset).

XYZ file:
```
12
Properties=species:S:1:pos:R:3
C 1.17 -0.97 -0.56
C -0.02 -0.25 1.34
O 0.88 0.35 0.00
C -0.45 0.83 0.44
C -1.61 0.64 -0.49
O -2.62 1.29 -0.37
H 1.64 -1.58 0.21
H 0.28 -1.49 -0.90
H 1.87 -0.77 -1.37
H 0.60 0.22 2.12
H -0.35 1.88 0.74
H -1.52 -0.14 -1.27
```

## Properties
**Energy relative to the best compared isomer or geometry (same formula, charge and spin)**: 135.0 kcal per mole
**Frontier orbital gap**: 9.313 eV
**Total energy**: -8334.6091 eV
**Largest force on an atom**: 0.013 Eh/bohr
**LUMO**: 0.025 hartree
**HOMO**: -8.63 eV

=====

Record 5
# C4H6O2

One molecule with the formula C4H6O2 (ωB97M-V with the def2-TZVPD basis set, the Open Molecules 2025 dataset).

XYZ file:
```
12
Properties=species:S:1:pos:R:3
O 1.86 -0.09 -1.29
C 0.99 -0.12 -0.47
C 0.76 0.57 0.87
C -0.71 0.07 0.82
C -0.44 -0.68 -0.51
O -1.20 -0.29 -1.63
H 0.90 1.66 0.80
H 1.38 0.20 1.69
H -0.99 -0.58 1.65
H -1.45 0.86 0.71
H -0.49 -1.77 -0.40
H -0.61 0.17 -2.24
```

## Properties
**Energy relative to the best compared isomer or geometry (same formula, charge and spin)**: 32.6 kcal per mole
**Frontier orbital gap**: 10.535 eV
**Total energy**: -8339.0487 eV
**Structure (SMILES)**: O=C1CC[C@H]1O
**Largest force on an atom**: 0.010 Eh/bohr
**LUMO**: 0.027 hartree
**HOMO**: -9.79 eV

=====

Record 6
# C4H6O2

One molecule with the formula C4H6O2 at a distorted geometry (ωB97M-V with the def2-TZVPD basis set, the Open Molecules 2025 dataset).

XYZ file:
```
12
Properties=species:S:1:pos:R:3
O 1.96 -0.57 1.87
C 1.10 -0.03 1.21
C 0.54 -0.61 0.00
C 0.20 0.13 -1.25
C -0.99 -0.05 -0.42
O -1.45 1.12 0.15
H 0.62 0.92 1.53
H 0.74 -1.68 -0.14
H 0.33 -0.39 -2.19
H 0.53 1.17 -1.24
H -1.22 -1.02 0.00
H -2.35 1.01 0.48
```

## Properties
**Energy relative to the best compared isomer or geometry (same formula, charge and spin)**: 71.8 kcal per mole
**Frontier orbital gap**: 9.466 eV
**Total energy**: -8337.3477 eV
**Structure (SMILES)**: O=C[C@@H]1C[C@@H]1O
**Largest force on an atom**: 0.043 Eh/bohr
**LUMO**: 0.024 hartree
**HOMO**: -8.81 eV

=====

Record 7
# C4H6O2

One molecule with the formula C4H6O2 at a distorted geometry (ωB97M-V with the def2-TZVPD basis set, the Open Molecules 2025 dataset).

XYZ file:
```
12
Properties=species:S:1:pos:R:3
C 1.45 -0.30 -0.51
C 0.80 0.75 0.37
C -0.54 -0.18 0.87
O -0.58 -1.27 1.39
C -1.74 0.48 0.21
O -1.46 1.47 -0.42
H 1.74 -1.12 0.15
H 0.69 -0.66 -1.21
H 2.30 0.03 -1.11
H 0.72 1.69 -0.24
H 1.33 1.06 1.27
H -2.78 0.12 0.22
```

## Properties
**Energy relative to the best compared isomer or geometry (same formula, charge and spin)**: 50.1 kcal per mole
**Frontier orbital gap**: 9.234 eV
**Total energy**: -8338.2865 eV
**Structure (SMILES)**: CCC(=O)C=O
**Largest force on an atom**: 0.038 Eh/bohr
**LUMO**: -0.020 hartree
**HOMO**: -9.79 eV

=====

Record 8
# C4H6O2

C4H6O2 as an isolated structure (ωB97M-V with the def2-TZVPD basis set, the Open Molecules 2025 dataset).

XYZ file:
```
12
Properties=species:S:1:pos:R:3
O -0.36 0.35 -1.99
C 0.70 -0.30 -0.42
C 0.63 0.55 0.74
C -0.90 0.52 0.61
O -1.00 -0.79 1.23
C 0.33 -0.93 0.93
H -0.71 -0.46 -2.39
H 1.53 -0.55 -1.07
H 1.34 1.25 1.16
H -1.51 1.31 1.04
H -0.97 0.50 -1.17
H 0.91 -1.76 1.32
```

## Properties
**Energy relative to the best compared isomer or geometry (same formula, charge and spin)**: 176.3 kcal per mole
**Frontier orbital gap (spin up / spin down)**: 7.780 / 7.781 eV
**Total energy**: -8332.8182 eV
**Largest force on an atom**: 0.010 Eh/bohr
**LUMO (spin up / spin down)**: 0.011 / 0.011 hartree
**HOMO (spin up / spin down)**: -7.48 / -7.48 eV

=====

Record 9
# C4H6O2

One molecule with the formula C4H6O2 (ωB97M-V with the def2-TZVPD basis set, the Open Molecules 2025 dataset).

XYZ file:
```
12
Properties=species:S:1:pos:R:3
C -1.57 0.16 0.09
O -0.74 0.97 -0.72
C 0.44 0.20 -0.80
C 1.46 0.32 0.30
C 0.40 -0.74 0.36
O -0.74 -0.36 1.10
H -1.98 -0.68 -0.50
H -2.37 0.76 0.53
H 0.73 -0.11 -1.80
H 2.48 0.04 0.06
H 1.35 1.12 1.03
H 0.56 -1.81 0.28
```

## Properties
**Energy relative to the best compared isomer or geometry (same formula, charge and spin)**: 51.6 kcal per mole
**Frontier orbital gap**: 10.972 eV
**Total energy**: -8338.2236 eV
**Structure (SMILES)**: C1O[C@H]2C[C@H]2O1
**Largest force on an atom**: 0.008 Eh/bohr
**LUMO**: 0.041 hartree
**HOMO**: -9.85 eV

=====

Record 10
# C4H6O2

C4H6O2 as an isolated structure (ωB97M-V with the def2-TZVPD basis set, the Open Molecules 2025 dataset).

XYZ file:
```
12
Properties=species:S:1:pos:R:3
O -0.56 2.26 -0.58
C -1.28 1.23 -0.16
C -0.55 -0.02 -0.46
C 0.92 -0.23 -0.06
C 0.35 -1.37 0.80
O -1.00 -1.07 0.42
H -1.18 2.98 -0.42
H -0.78 -0.23 -1.52
H 1.36 0.61 0.50
H 1.59 -0.52 -0.87
H 0.50 -1.27 1.88
H 0.63 -2.37 0.47
```

## Properties
**Energy relative to the best compared isomer or geometry (same formula, charge and spin)**: 95.1 kcal per mole
**Frontier orbital gap**: 9.429 eV
**Total energy**: -8336.3376 eV
**Largest force on an atom**: 0.014 Eh/bohr
**LUMO**: 0.026 hartree
**HOMO**: -8.72 eV